No. 1
Formula: C42H49BrN7Os
Source: OMol25
Level of theory: ωB97M-V/def2-TZVPD

Atoms and positions in Å:
Os 0.087 -0.053 -0.006
C 2.567 3.390 0.557
C 1.307 2.866 1.260
C 0.370 4.024 1.611
C 1.665 2.071 2.503
C 2.496 2.697 3.422
C 2.863 2.079 4.604
C 2.476 0.772 4.831
C 1.662 0.084 3.936
C 1.530 -1.425 4.226
C 0.661 -1.716 5.458
C 1.179 -2.367 3.065
C 1.181 0.789 2.814
N 0.093 0.158 2.067
C -0.874 -0.212 2.820
C -1.922 -1.158 2.476
C -2.759 -1.548 3.503
C -3.634 -2.627 3.362
C -3.674 -3.326 2.159
C -2.927 -2.895 1.086
C -2.060 -1.774 1.194
N -1.403 -1.322 0.081
C -1.801 -1.939 -1.188
C -2.930 -1.467 -1.861
C -3.248 -2.064 -3.080
C -2.457 -3.063 -3.617
C -1.388 -3.564 -2.886
C -1.066 -3.050 -1.638
C -0.067 -3.777 -0.735
C 0.034 -5.270 -1.061
C 1.329 -3.164 -0.752
C -3.842 -0.386 -1.313
C -5.195 -0.985 -0.906
C -4.057 0.747 -2.322
H 2.350 3.631 -0.484
H 3.378 2.662 0.585
H 2.923 4.304 1.030
H 0.790 2.199 0.557
H 0.866 4.698 2.309
H -0.549 3.675 2.087
H 0.115 4.602 0.721
H 2.841 3.703 3.220
H 3.482 2.600 5.323
H 2.836 0.253 5.711
H 2.543 -1.701 4.527
H -0.406 -1.652 5.226
H 0.873 -1.020 6.268
H 0.863 -2.723 5.824
H 0.109 -2.569 2.990
H 1.668 -3.327 3.228
H 1.528 -1.985 2.101
H -0.880 0.143 3.848
H -2.706 -1.026 4.451
H -4.258 -2.936 4.190
H -4.308 -4.197 2.057
H -2.990 -3.415 0.141
H -4.129 -1.734 -3.616
H -2.692 -3.479 -4.588
H -0.820 -4.395 -3.283
H -0.435 -3.694 0.292
H 0.622 -5.444 -1.964
H -0.949 -5.720 -1.197
H 0.531 -5.789 -0.242
H 1.714 -3.086 -1.772
H 2.016 -3.776 -0.165
H 1.325 -2.167 -0.298
H -3.382 0.036 -0.424
H -5.690 -1.442 -1.764
H -5.851 -0.203 -0.520
H -5.085 -1.748 -0.135
H -4.692 0.426 -3.148
H -3.113 1.106 -2.742
H -4.559 1.585 -1.838
N 1.851 -0.038 -3.796
C 0.599 -0.167 -4.349
C -0.270 -0.279 -3.307
N 0.438 -0.219 -2.131
C 1.708 -0.071 -2.464
C 2.661 -0.013 -1.383
N 2.187 0.008 -0.131
C 3.289 -0.057 0.714
C 4.407 -0.092 -0.044
N 3.989 -0.060 -1.366
H 2.704 0.081 -4.323
H 0.433 -0.171 -5.413
H -1.338 -0.388 -3.336
H 3.199 -0.063 1.785
H 5.447 -0.135 0.232
H 4.610 -0.072 -2.162
Br -0.036 2.787 -2.225
C -1.397 2.628 -0.950
C -2.338 3.644 -0.942
C -3.322 3.641 0.026
C -3.325 2.622 0.965
C -2.361 1.646 0.887
N -1.399 1.616 -0.059
H -2.281 4.429 -1.683
H -4.063 4.429 0.057
H -4.065 2.582 1.752
H -2.350 0.857 1.611

**Energy**: -4676.97209 Ha
**Charge**: +3
**Orbital gap (spin up / spin down)**: 6.18 / 5.45 eV
**Lowest unoccupied orbital energy (spin up / spin down)**: -0.3683 / -0.3952 Eh
**HOMO energy (spin up / spin down)**: -16.2061 / -16.2022 eV

---

No. 2
Formula: C3H4O2S
Source: OMol25
Level of theory: ωB97M-V/def2-TZVPD

Atoms and positions in Å:
C -1.100 0.693 0.505
C -0.227 -0.143 -0.383
C 1.251 -0.393 0.048
H -2.066 0.851 0.016
H -1.171 0.160 1.514
H -0.660 1.705 0.680
H 1.046 -1.326 -1.568
O -0.750 -0.660 -1.324
O 1.836 -1.098 -0.935
S 1.841 0.211 1.446

**Energy**: -665.35748 Ha
**Orbital gap**: 8.32 eV
**ΔE to the lowest compared entry with this formula, charge and spin**: 73.9 kJ/mol
**Lowest unoccupied orbital energy**: -0.0363 Eh
**SMILES**: CC(=O)C(O)=S
**HOMO energy**: -9.3083 eV

---

No. 3
Formula: C11H8F6N2O6OsS2
Source: OMol25
Level of theory: ωB97M-V/def2-TZVPD

Atoms and positions in Å:
Os -0.217 -1.403 1.053
F 2.172 -0.397 5.098
C 1.117 -0.908 4.528
F 0.492 0.020 3.783
F 0.285 -1.420 5.397
S 1.632 -2.265 3.362
O 0.299 -2.514 2.609
O 2.095 -3.401 4.045
N 2.568 -1.454 2.413
S 2.873 -1.774 0.911
O 1.517 -1.985 0.212
O 3.845 -2.726 0.564
C 3.340 -0.075 0.312
F 4.382 0.347 0.973
F 3.576 -0.160 -0.975
F 2.288 0.729 0.529
C -1.083 1.876 0.185
C -0.942 0.840 -0.874
O -0.505 -0.336 -0.514
C -1.235 1.048 -2.235
C -1.032 0.017 -3.188
C -1.325 0.241 -4.510
C -1.827 1.485 -4.903
C -2.039 2.512 -3.982
C -1.747 2.302 -2.656
H -0.725 1.519 1.149
H -2.132 2.166 0.281
H -0.520 2.770 -0.086
H -0.635 -0.939 -2.877
H -1.166 -0.535 -5.244
H -2.054 1.657 -5.947
H -2.425 3.466 -4.310
H -1.913 3.098 -1.943
O -4.027 -1.395 2.804
C -3.009 -1.282 2.295
N -1.926 -1.123 1.743

**Energy**: -2470.40594 Ha
**Charge**: +2
**Orbital gap (spin up / spin down)**: 8.24 / 5.38 eV
**ΔE to the lowest compared entry with this formula, charge and spin**: 5.0 kJ/mol
**Lowest unoccupied orbital energy (spin up / spin down)**: -0.3008 / -0.4059 Eh
**⟨S²⟩**: 6.0218
**Spin multiplicity**: 5
**HOMO energy (spin up / spin down)**: -16.4271 / -16.4213 eV

---

No. 4
Formula: C39H46FeN3O2PS2
Source: OMol25
Level of theory: ωB97M-V/def2-TZVPD

Atoms and positions in Å:
Fe 0.002 0.401 0.177
O -0.225 -1.168 1.213
S 0.106 -2.635 1.760
C 0.837 -3.707 0.395
C 0.014 -3.870 -0.893
C -0.326 -2.543 -1.642
C 0.846 -2.017 -2.480
S 0.443 -0.360 -3.238
O -0.177 0.480 -2.055
C -0.945 -0.808 -4.314
C -0.729 -1.948 -5.061
C -1.751 -2.371 -5.918
C -2.903 -1.628 -6.087
C -3.053 -0.440 -5.358
C -2.058 -0.014 -4.439
C -1.565 -3.392 1.800
C -2.660 -2.840 1.126
C -3.894 -3.463 1.222
C -4.001 -4.698 1.894
C -2.919 -5.210 2.577
C -1.678 -4.565 2.501
H 0.982 -4.671 0.908
H 1.799 -3.258 0.153
H -0.889 -4.479 -0.695
H 0.611 -4.447 -1.579
H -0.612 -1.754 -0.937
H -1.187 -2.795 -2.281
H 1.103 -2.687 -3.312
H 1.754 -1.825 -1.869
H 0.174 -2.496 -4.882
H -1.585 -3.341 -6.444
H -3.668 -1.979 -6.809
H -3.996 0.147 -5.422
H -2.151 0.904 -3.877
H -2.507 -1.899 0.598
H -4.771 -3.008 0.705
H -4.951 -5.201 1.951
H -2.947 -6.145 3.171
H -0.853 -4.956 3.047
C -1.650 2.029 2.879
N -2.784 1.564 2.070
C -3.694 0.557 2.709
C -2.671 1.611 0.703
N -1.473 1.848 0.137
N -3.837 1.498 -0.023
C -3.784 1.261 -1.473
C -5.121 2.076 0.454
H -2.049 2.298 3.854
H -1.239 2.925 2.404
H -0.847 1.295 3.019
H -3.118 -0.084 3.379
H -4.160 -0.010 1.903
H -4.462 1.108 3.312
H -1.593 2.151 -0.825
H -2.952 0.545 -1.632
H -3.594 2.180 -2.059
H -4.741 0.834 -1.816
H -5.030 2.367 1.498
H -5.923 1.315 0.295
H -5.385 2.963 -0.153
C 2.844 5.955 0.559
C 3.268 5.192 -0.539
C 2.972 3.853 -0.646
C 2.340 3.212 0.452
C 1.984 3.970 1.588
C 2.194 5.346 1.626
P 2.266 1.394 0.556
C 2.806 1.168 2.237
C 1.951 0.741 3.294
C 2.339 0.952 4.628
C 3.635 1.365 4.945
C 4.481 1.757 3.915
C 4.097 1.628 2.573
C 3.574 0.640 -0.445
C 3.700 0.948 -1.810
C 4.768 0.449 -2.561
C 5.695 -0.374 -1.937
C 5.560 -0.717 -0.578
C 4.470 -0.274 0.148
H 3.073 7.020 0.669
H 3.889 5.672 -1.308
H 3.389 3.275 -1.484
H 1.617 3.483 2.500
H 1.795 5.972 2.444
H 0.964 0.268 3.070
H 1.618 0.609 5.408
H 4.023 1.389 5.977
H 5.489 2.124 4.096
H 4.790 1.881 1.768
H 2.878 1.525 -2.296
H 4.834 0.719 -3.606
H 6.511 -0.830 -2.502
H 6.326 -1.377 -0.159
H 4.296 -0.584 1.175

**Energy**: -4228.93896 Ha
**Charge**: +3
**Orbital gap (spin up / spin down)**: 8.76 / 5.37 eV
**Lowest unoccupied orbital energy (spin up / spin down)**: -0.2721 / -0.3956 Eh
**⟨S²⟩**: 8.7666
**Spin multiplicity**: 6
**HOMO energy (spin up / spin down)**: -16.1677 / -16.1350 eV

---

No. 5
Formula: C28H22BrF5N6ReS2
Source: OMol25
Level of theory: ωB97M-V/def2-TZVPD

Atoms and positions in Å:
Re -0.414 0.156 0.186
C -1.223 5.959 1.991
C -2.133 4.767 1.745
N -1.701 3.575 2.478
C -0.993 2.551 2.011
S -0.482 2.550 0.301
N -0.629 1.588 2.820
N 0.118 0.657 2.124
C 1.219 0.208 2.636
C 1.698 0.540 3.999
C 2.022 -0.607 1.709
C 3.200 -1.226 2.069
C 3.893 -1.961 1.113
C 3.378 -2.051 -0.168
C 2.188 -1.404 -0.461
N 1.525 -0.683 0.449
H -1.612 6.835 1.474
H -0.215 5.764 1.624
H -1.165 6.195 3.054
H -2.165 4.515 0.686
H -3.153 4.985 2.060
H -1.834 3.577 3.481
H 1.023 1.238 4.482
H 2.699 0.971 3.942
H 1.764 -0.368 4.602
H 3.568 -1.147 3.082
H 4.817 -2.459 1.372
H 3.884 -2.610 -0.941
H 1.747 -1.463 -1.446
Br 4.162 0.727 -5.740
C 2.711 0.592 -4.561
C 2.759 1.246 -3.335
C 1.689 1.147 -2.464
C 0.570 0.411 -2.833
C 0.524 -0.254 -4.052
C 1.602 -0.164 -4.918
N -0.544 0.358 -1.930
C -1.734 0.531 -2.387
C -2.860 0.551 -1.464
C -4.174 0.608 -1.882
C -5.178 0.608 -0.918
C -4.825 0.571 0.417
C -3.480 0.523 0.766
N -2.521 0.508 -0.155
H 3.626 1.835 -3.070
H 1.713 1.667 -1.513
H -0.326 -0.871 -4.316
H 1.582 -0.682 -5.867
H -1.903 0.696 -3.447
H -4.406 0.645 -2.937
H -6.218 0.636 -1.213
H -5.575 0.569 1.196
H -3.157 0.492 1.799
F 1.902 -6.758 -0.021
C 1.188 -5.657 0.084
C 0.412 -5.228 -0.985
F 0.393 -5.919 -2.111
C -0.329 -4.066 -0.864
F -1.051 -3.651 -1.906
C -0.316 -3.314 0.306
S -1.395 -1.924 0.439
C 0.464 -3.767 1.359
F 0.484 -3.085 2.510
C 1.218 -4.921 1.261
F 1.969 -5.316 2.278

**Energy**: -5356.23557 Ha
**Charge**: +2
**Orbital gap (spin up / spin down)**: 5.84 / 6.09 eV
**Lowest unoccupied orbital energy (spin up / spin down)**: -0.2985 / -0.2900 Eh
**⟨S²⟩**: 0.8378
**Spin multiplicity**: 2
**HOMO energy (spin up / spin down)**: -13.9669 / -13.9826 eV

---

No. 6
Formula: C4H10O3
Source: OMol25
Level of theory: ωB97M-V/def2-TZVPD

Atoms and positions in Å:
C 1.021 1.694 0.035
C 0.678 0.406 0.112
O -0.500 0.056 0.733
C 1.548 -0.691 -0.366
C 2.348 -0.474 -1.419
H 0.346 2.464 0.525
H 1.986 1.902 -0.330
H -0.812 -0.912 0.591
H 1.591 -1.586 0.238
H 2.361 0.415 -1.989
H 3.218 -1.042 -1.740
H -5.321 2.144 0.595
H -4.335 3.020 1.527
O -4.838 2.971 0.717
H 0.719 -3.188 -0.354
H -0.214 -3.385 0.938
O 0.204 -3.796 0.185

**Energy**: -384.04925 Ha
**Orbital gap**: 9.26 eV
**ΔE to the lowest compared entry with this formula, charge and spin**: 263.5 kJ/mol
**Lowest unoccupied orbital energy**: 0.0134 Eh
**SMILES**: C=CC(=C)O.O.O
**HOMO energy**: -8.8996 eV

---

| no. | largest force on an atom (eV Å⁻¹) |
| --- | --- |
| 1 | 1.7 |
| 2 | 2.7 |
| 3 | 0.3 |
| 4 | 2.1 |
| 5 | 1.4 |
| 6 | 2.9 |